ORCA calculation (the ωB97M-V functional and the def2-TZVPD basis) on a 5-piece molecular cluster, C19H42BF5NO7S4 overall in a non-equilibrium geometry.

Output
- lowest unoccupied orbital energy (alpha / beta) (hartree) = 0.0116 / -0.0027
- gap between HOMO and LUMO (alpha / beta) (eV) = 9.15 / 8.75
- multiplicity = 2
- ⟨S²⟩ = 0.754

CARTESIAN COORDINATES (ANGSTROEM)
C1 -0.0456 0.1207 4.1396
C2 -0.2326 -1.0009 2.9783
C3 -0.2668 -2.4120 3.7877
C4 0.9833 -1.0980 1.9701
C5 0.8088 -0.3918 0.5388
B1 1.4863 -1.4441 -0.5394
O1 0.7481 -1.9695 -1.6758
O2 2.8258 -1.9500 -0.4104
C6 1.6116 0.9788 0.5998
F1 1.4355 1.6288 1.8600
F2 3.0222 0.8064 0.4911
C7 1.2135 2.0587 -0.5018
F3 2.3532 2.8823 -0.6949
F4 0.2089 2.9549 -0.0788
F5 0.9029 1.5472 -1.7537
C8 -0.7445 -0.1859 0.1483
C9 -1.7226 -1.1445 0.9709
C10 -1.6076 -2.6948 0.6287
C11 -3.2249 -0.7025 0.5295
N1 -1.5906 -0.7823 2.4026
O3 -2.4668 -1.3700 3.1745
H1 -0.5314 -0.1932 5.1179
H2 1.0631 0.3808 4.2754
H3 -0.5717 1.0574 3.7723
H4 -0.6988 -2.3071 4.8293
H5 0.8439 -2.6782 3.9409
H6 -0.7036 -3.2590 3.1783
H7 1.9336 -0.7233 2.4929
H8 1.1830 -2.2154 1.7844
H9 0.5397 -2.8977 -1.4188
H10 3.0737 -2.0655 0.5271
H11 -1.0057 0.8806 0.4954
H12 -0.9440 -0.1988 -0.9663
H13 -2.5187 -3.2363 1.0662
H14 -0.6554 -3.1872 1.0051
H15 -1.6695 -2.8136 -0.4974
H16 -3.7944 -1.5779 0.0642
H17 -3.7908 -0.1803 1.3559
H18 -3.1284 0.0632 -0.3168
C12 -3.9978 3.7781 -1.9706
S1 -5.1798 2.8370 -0.9844
O4 -4.6612 1.4383 -0.8833
C13 -6.4964 2.8378 -2.2185
H19 -3.0700 3.8695 -1.4044
H20 -3.8005 3.2578 -2.9085
H21 -4.3986 4.7731 -2.1698
H22 -6.1412 2.3778 -3.1424
H23 -6.8173 3.8634 -2.4080
H24 -7.3359 2.2628 -1.8268
C14 2.3697 -6.5517 5.2395
S2 2.4716 -6.7243 3.4455
O5 2.4923 -5.3478 2.8640
C15 0.8038 -7.3786 3.2276
H25 3.3032 -6.1171 5.5975
H26 1.5389 -5.8951 5.5034
H27 2.2312 -7.5346 5.6924
H28 0.0717 -6.6698 3.6186
H29 0.7167 -8.3344 3.7469
H30 0.6292 -7.5290 2.1619
C16 -1.3357 2.0062 -7.0398
S3 -2.5877 1.1629 -6.0497
O6 -3.8942 1.8384 -6.3100
C17 -1.9867 1.7484 -4.4526
H31 -1.5397 1.8107 -8.0926
H32 -1.3775 3.0810 -6.8556
H33 -0.3480 1.6187 -6.7846
H34 -1.9879 2.8398 -4.4318
H35 -0.9772 1.3705 -4.2808
H36 -2.6512 1.3701 -3.6744
C18 6.2425 3.7129 -2.1064
S4 5.8980 5.4802 -1.9760
O7 7.2041 6.1984 -2.0628
C19 5.4129 5.4455 -0.2380
H37 6.6029 3.5055 -3.1141
H38 7.0072 3.4286 -1.3818
H39 5.3255 3.1489 -1.9267
H40 6.2301 5.0517 0.3687
H41 4.5234 4.8239 -0.1202
H42 5.1864 6.4644 0.0768

Now the Mulliken charges, all in e: -1.442, 1.252, -1.230, -2.148, 1.506, 0.864, -0.610, -0.594, 0.408, -0.299, -0.347, 0.615, -0.270, -0.251, -0.249, -2.205, 1.993, -1.750, -1.113, 0.429, -0.634, 0.362, 0.252, 0.338, 0.290, 0.374, 0.233, 0.314, 0.638, 0.296, 0.338, 0.490, 0.450, 0.465, 0.178, 0.347, 0.209, 0.254, 0.266, -0.530, 0.396, -0.538, -0.969, 0.263, -0.095, 0.436, 0.279, 0.399, 0.320, -0.900, 0.433, -0.523, -0.908, 0.314, 0.252, 0.379, 0.256, 0.384, 0.315, -0.930, 0.485, -0.632, -0.736, 0.331, 0.300, 0.335, 0.384, 0.338, 0.119, -0.746, 0.506, -0.619, -0.682, 0.311, 0.299, 0.201, 0.304, 0.141, 0.311

ORCA calculation (the ωB97M-V functional and the def2-TZVPD basis) on a 3-piece molecular cluster, C19H42BFIN3O7 overall in a non-equilibrium geometry.

Output
- energy relative to the best compared isomer or geometry (same formula, charge and spin) (kJ/mol) = 0.00
- lowest unoccupied orbital energy (hartree) = -0.0109
- gap between HOMO and LUMO (eV) = 8.23

CARTESIAN COORDINATES (ANGSTROEM)
C1 2.0401 -2.2337 0.3730
O1 2.3679 -1.0271 1.0134
C2 2.6551 0.0560 0.1506
C3 1.9169 1.3080 0.5718
C4 0.3904 1.2156 0.3928
C5 -0.0269 0.5506 -0.9392
B1 -1.4958 0.9011 -1.3185
I1 -2.0067 1.1594 -3.4053
C6 -2.6756 1.1651 -0.2870
O2 -2.8841 2.2765 -0.0232
N1 -3.4941 0.1614 0.3195
C7 -3.1083 -1.1442 0.1126
O3 -3.2249 -1.7467 -0.8447
F1 -2.5915 -1.6999 1.2033
H1 1.2856 -2.7378 0.9604
H2 2.8855 -2.9149 0.3274
H3 1.6261 -2.0992 -0.6229
H4 2.5049 -0.1628 -0.9024
H5 3.7157 0.2821 0.2680
H6 2.3336 2.1059 -0.0340
H7 2.1773 1.5649 1.5895
H8 -0.0739 0.6412 1.1882
H9 -0.0101 2.2206 0.3773
H10 0.6012 0.9567 -1.7307
H11 0.1735 -0.5150 -0.9411
H12 -3.6111 0.3614 1.3070
C8 -3.1275 -8.7172 -2.4988
O4 -2.1787 -7.7778 -2.9661
C9 -2.7256 -6.5156 -3.3323
C10 -2.3771 -5.4350 -2.3264
N2 -3.0894 -5.6160 -1.0674
C11 -2.5945 -4.7973 0.0420
C12 -1.1372 -4.9387 0.4665
O5 -0.8029 -6.1641 1.0952
C13 -0.5834 -7.2550 0.2207
H13 -2.6445 -9.6935 -2.4832
H14 -3.4580 -8.4900 -1.4798
H15 -3.9976 -8.7676 -3.1589
H16 -3.8060 -6.5780 -3.4923
H17 -2.2655 -6.2475 -4.2877
H18 -2.6434 -4.4605 -2.7472
H19 -1.2883 -5.4588 -2.1911
H20 -3.0399 -6.5881 -0.7963
H21 -3.2124 -5.0432 0.9101
H22 -2.7873 -3.7525 -0.1936
H23 -0.9605 -4.1730 1.2255
H24 -0.4366 -4.7251 -0.3507
H25 -0.1079 -6.9453 -0.7130
H26 -1.5149 -7.7864 0.0115
H27 0.0789 -7.9574 0.7281
C14 1.1684 4.6822 -0.7924
O6 2.3672 4.6248 -0.0409
C15 3.3104 5.6368 -0.3804
C16 3.4034 6.6998 0.6974
N3 2.2057 7.5299 0.7439
C17 2.0874 8.3764 1.9311
C18 2.0819 7.7193 3.3115
O7 0.9204 6.9660 3.6103
C19 0.8807 5.6632 3.0589
H28 0.6364 3.7476 -0.6393
H29 0.5248 5.4972 -0.4472
H30 1.3663 4.8005 -1.8612
H31 3.0945 6.0748 -1.3590
H32 4.2828 5.1409 -0.4484
H33 4.2695 7.3367 0.4927
H34 3.5822 6.1813 1.6474
H35 1.3894 6.9368 0.6929
H36 1.1494 8.9271 1.8289
H37 2.8927 9.1179 1.9043
H38 2.0935 8.5291 4.0453
H39 2.9839 7.1257 3.5018
H40 1.8690 5.1977 3.0307
H41 0.4378 5.6708 2.0598
H42 0.2321 5.0562 3.6914

Now the Mulliken charges, all in e: -0.691, -0.376, -0.915, -0.350, -0.626, -0.385, 0.135, -0.098, 0.267, -0.453, -0.221, 0.632, -0.428, -0.255, 0.196, 0.328, 0.303, 0.394, 0.480, 0.015, 0.463, 0.407, 0.503, 0.316, 0.094, 0.290, -0.693, -0.336, -0.836, -0.128, -0.307, -0.420, -0.231, -0.478, -0.500, 0.235, 0.288, 0.332, 0.406, 0.392, 0.339, 0.157, 0.122, 0.366, 0.030, 0.303, 0.268, 0.256, 0.136, 0.314, -0.558, -0.101, -0.938, -0.151, -0.318, -0.707, -0.467, -0.448, -0.503, -0.164, 0.337, 0.388, 0.383, 0.370, 0.402, 0.149, 0.085, 0.376, 0.394, 0.346, 0.344, 0.266, 0.133, 0.341

ORCA calculation (the ωB97M-V functional and the def2-TZVPD basis) on a 2-piece molecular cluster, C19H42ClN2O2P2 overall in a non-equilibrium geometry.

Output
- total charge = +1
- lowest unoccupied orbital energy (hartree) = -0.1647
- gap between HOMO and LUMO (eV) = 4.93

CARTESIAN COORDINATES (ANGSTROEM)
C1 1.0946 -0.0613 -2.4029
C2 1.9939 0.9232 -1.9005
P1 2.9473 2.2822 -0.9564
C3 2.3457 4.0599 -0.5993
C4 0.8211 4.1717 -0.0056
C5 -0.2913 3.2360 -0.7635
C6 -1.7738 3.7015 -0.1485
C7 -2.8784 2.4902 -0.1235
C8 -2.9590 1.6505 1.2828
C9 -1.8699 0.4339 1.4303
C10 -1.8779 -0.6603 0.2098
C11 -3.3212 -0.8556 -0.5424
C12 -3.4988 -2.4268 -1.0661
C13 -4.9467 -3.0437 -0.5708
C14 2.4405 1.6220 0.7701
C15 3.2441 0.1885 1.0336
N1 2.3596 -1.0305 0.8936
C16 1.5385 -1.3122 2.1317
C17 2.4032 -1.6785 3.4752
C18 3.1438 -2.2325 0.4165
C19 2.6079 -3.2311 -0.8114
O1 4.3590 -2.5191 0.9516
P2 3.6384 3.0403 -2.9294
O2 2.2552 3.4745 -3.9227
Cl1 4.7438 1.4495 -3.8403
H1 0.3511 -0.9518 -2.6707
H2 4.3648 2.0115 -0.6834
H3 3.0783 4.4997 0.2341
H4 2.4996 4.7080 -1.5672
H5 0.7535 4.0213 1.1767
H6 0.4801 5.3023 -0.1785
H7 -0.3265 3.4271 -1.9385
H8 -0.1786 2.0845 -0.5886
H9 -1.5531 3.9958 0.9825
H10 -2.1985 4.6376 -0.7548
H11 -3.9436 3.0080 -0.2705
H12 -2.7042 1.8401 -1.0808
H13 -4.0510 1.2195 1.3913
H14 -2.8032 2.3511 2.2367
H15 -0.8004 0.9238 1.6229
H16 -2.1203 -0.1609 2.4300
H17 -1.6079 -1.7132 0.6941
H18 -0.9726 -0.4305 -0.5328
H19 -4.2554 -0.5033 0.0686
H20 -3.3130 -0.2030 -1.5357
H21 -3.5028 -2.4355 -2.2589
H22 -2.6069 -3.0940 -0.6886
H23 -4.9462 -4.1908 -0.8991
H24 -5.8006 -2.4243 -1.0890
H25 -4.9618 -2.9521 0.6164
H26 1.2834 1.4070 0.8795
H27 2.6994 2.3990 1.6300
H28 3.7711 0.3063 2.0719
H29 4.1226 0.0503 0.2375
H30 0.8021 -0.4249 2.3764
H31 0.8884 -2.2821 1.8824
H32 2.9540 -0.6895 3.8463
H33 1.7186 -2.0188 4.3716
H34 3.2098 -2.5067 3.2944
H35 2.4235 -2.6263 -1.8239
H36 3.4654 -4.0200 -1.0134
H37 1.6213 -3.7808 -0.5048
H38 2.6430 4.0024 -4.7004
N2 -1.8007 -5.6918 0.1449
H39 -1.1984 -4.9715 0.5606
H40 -1.4044 -6.6199 0.3340
H41 -2.7400 -5.6307 0.5548
H42 -1.8596 -5.5449 -0.8695

Now the Mulliken charges, all in e: -0.534, 0.051, 0.675, -0.986, -0.667, 0.659, -0.789, -0.326, -0.787, -0.350, 0.586, -0.406, -0.041, -0.975, 0.602, -1.094, 0.663, 0.138, -0.937, 0.330, -0.653, -0.543, -0.012, -0.460, -0.277, 0.364, 0.098, 0.292, 0.510, 0.302, 0.388, 0.255, -0.687, 0.232, 0.309, 0.337, 0.075, 0.292, 0.414, -0.197, 0.385, 0.037, -0.354, 0.190, 0.196, 0.310, -0.210, 0.279, 0.322, 0.259, -0.925, 0.493, 0.130, 0.524, -0.005, -0.162, 0.244, 0.369, 0.241, 0.197, 0.347, -0.051, 0.346, -0.446, 0.248, 0.409, 0.380, 0.396